Computed, not measured: a molecular structure, C17H28As2F5N2PdS, with ωB97M-V with the def2-TZVPD basis set.

Geometry as XYZ:
```
56
Properties=species:S:1:pos:R:3
Pd -0.984 0.195 -0.354
C -0.513 -3.198 0.744
As -1.535 -2.950 -0.856
C -0.380 -2.793 -2.369
C -2.516 -4.564 -1.119
S -2.853 -1.288 -0.606
H 0.155 -4.052 0.641
H -1.231 -3.367 1.546
H 0.064 -2.304 0.981
H 0.349 -3.603 -2.358
H 0.117 -1.826 -2.365
H -1.013 -2.864 -3.253
H -1.820 -5.398 -1.190
H -3.088 -4.471 -2.040
H -3.193 -4.707 -0.279
F -3.211 1.629 -0.477
C -2.150 1.457 -1.301
F -2.576 1.024 -2.492
C -1.600 2.891 -1.531
F -1.275 3.460 -0.370
F -2.563 3.612 -2.107
F -0.536 2.890 -2.337
C 1.903 3.994 -0.423
C 2.056 2.642 0.262
As 1.412 1.065 -0.711
C 2.728 -0.197 -0.018
C 2.727 -1.610 -0.590
C 2.059 1.449 -2.500
C 1.777 0.362 -3.528
H 2.376 4.759 0.194
H 0.865 4.282 -0.561
H 2.394 4.020 -1.395
H 1.563 2.641 1.236
H 3.115 2.438 0.440
H 2.575 -0.218 1.064
H 3.693 0.286 -0.188
H 1.722 -2.025 -0.681
H 3.299 -2.280 0.053
H 3.180 -1.648 -1.579
H 3.125 1.668 -2.403
H 1.568 2.374 -2.798
H 2.116 -0.626 -3.215
H 2.282 0.593 -4.466
H 0.708 0.299 -3.741
N -1.854 0.803 7.470
C -1.706 0.703 6.337
C -1.519 0.575 4.911
C -0.259 0.752 4.352
C -0.135 0.611 2.983
N -1.152 0.310 2.170
C -2.354 0.146 2.727
C -2.592 0.271 4.084
H 0.597 0.997 4.964
H 0.831 0.754 2.512
H -3.160 -0.099 2.045
H -3.586 0.136 4.483
```

Computed properties:
Kohn-Sham gap   7.77 eV
ΔE to the lowest compared entry with this formula, charge and spin   0.478 eV
Total energy   -6270.80490 Ha
Net charge   +1

Computed, not measured: C21H31BrN4O2 in the gas phase, with ωB97M-V with the def2-TZVPD basis set.

Geometry as XYZ:
```
59
Properties=species:S:1:pos:R:3
C 3.104 6.897 -0.662
C 2.352 5.599 -0.899
N 1.140 5.503 -0.107
C 0.113 6.484 -0.438
C -1.133 5.903 0.209
C -0.999 4.412 -0.110
C 0.521 4.172 -0.143
C 1.017 3.360 1.052
N 0.551 1.991 1.038
C 0.857 1.071 -0.043
C 0.359 -0.277 0.490
C -0.128 -1.196 -0.616
O -0.797 -0.786 -1.543
N 0.205 -2.510 -0.445
C -0.137 -3.581 -1.308
C -0.143 -3.442 -2.684
C -0.416 -4.529 -3.503
C -0.662 -5.751 -2.910
Br -1.015 -7.261 -4.001
C -0.675 -5.913 -1.535
C -0.431 -4.818 -0.709
N -0.404 -4.904 0.683
C -0.892 -6.093 1.380
C -2.405 -6.265 1.265
C -0.459 -5.999 2.835
C -0.779 0.124 1.438
C -0.423 1.536 1.874
O -0.931 2.154 2.786
H 4.044 6.898 -1.214
H 2.526 7.761 -0.992
H 3.323 7.019 0.400
H 2.121 5.493 -1.976
H 2.996 4.757 -0.633
H 0.377 7.470 -0.055
H -0.026 6.570 -1.531
H -1.097 6.070 1.287
H -2.054 6.340 -0.173
H -1.497 3.777 0.622
H -1.436 4.199 -1.087
H 0.798 3.651 -1.072
H 2.112 3.370 1.073
H 0.658 3.815 1.974
H 0.324 1.326 -0.962
H 1.930 1.065 -0.250
H 1.156 -0.754 1.065
H 0.799 -2.743 0.335
H 0.064 -2.474 -3.116
H -0.424 -4.422 -4.577
H -0.892 -6.885 -1.119
H -0.733 -4.053 1.121
H -0.389 -6.953 0.932
H -2.725 -7.196 1.734
H -2.912 -5.440 1.772
H -2.734 -6.275 0.226
H -0.789 -6.876 3.392
H 0.624 -5.920 2.915
H -0.905 -5.120 3.310
H -1.732 0.173 0.905
H -0.898 -0.528 2.301
```

Computed properties:
SMILES string   CCN1CCC[C@@H]1CN1C[C@H](C(=O)Nc2ccc(Br)cc2NC(C)C)CC1=O
Kohn-Sham gap   8.66 eV
ΔE to the lowest compared entry with this formula, charge and spin   0.000 eV
Total energy   -3762.38874 Ha

Computed, not measured: 3 unconnected molecules or ions with the total composition C2H9NO4 in a non-equilibrium geometry, with ωB97M-V with the def2-TZVPD basis set.

Geometry as XYZ:
```
16
Properties=species:S:1:pos:R:3
O -2.154 1.010 -0.536
C -1.267 1.182 0.263
N -0.340 0.236 0.640
C -0.331 -1.006 -0.104
O 0.567 -1.032 -1.199
H -1.175 2.171 0.738
H 0.039 0.164 1.570
H -1.339 -1.215 -0.461
H -0.002 -1.807 0.555
H 0.651 -0.113 -1.488
H 1.234 -1.261 2.308
H 2.505 -1.490 3.102
O 2.067 -0.843 2.538
H 0.265 1.320 -3.314
H -0.749 1.101 -2.182
O 0.029 1.584 -2.430
```

Computed properties:
SMILES string   O=CNCO.O.O
Kohn-Sham gap   10.87 eV
ΔE to the lowest compared entry with this formula, charge and spin   1.005 eV
Total energy   -437.31048 Ha

Computed, not measured: 15 unconnected molecules or ions with the total composition C60H90O30 in a non-equilibrium geometry, with ωB97M-V with the def2-TZVPD basis set.

Geometry as XYZ:
```
180
Properties=species:S:1:pos:R:3
O 2.941 -5.130 4.669
C 2.027 -4.978 3.847
O 2.166 -4.144 2.824
C 0.940 -4.180 1.982
C -0.150 -4.553 2.934
C 0.604 -5.605 3.832
H 1.067 -4.885 1.183
H 0.973 -3.197 1.527
H -0.974 -5.057 2.464
H -0.532 -3.661 3.317
H 0.717 -6.581 3.353
H 0.150 -5.789 4.784
O 3.343 -6.655 0.834
C 4.293 -6.041 1.208
O 4.793 -4.975 0.449
C 6.044 -4.536 1.007
C 5.987 -4.931 2.472
C 5.161 -6.227 2.453
H 6.175 -3.460 0.911
H 6.923 -5.005 0.499
H 5.521 -4.164 3.084
H 6.966 -5.140 2.916
H 4.541 -6.261 3.373
H 5.776 -7.096 2.198
O -3.297 -0.841 2.438
C -2.725 0.128 2.926
O -2.220 1.034 2.127
C -1.514 2.039 2.781
C -1.723 1.812 4.270
C -2.629 0.545 4.392
H -1.682 3.041 2.444
H -0.462 1.840 2.482
H -2.145 2.664 4.809
H -0.801 1.612 4.805
H -3.629 0.681 4.772
H -2.070 -0.264 4.868
O -5.250 -3.260 -2.461
C -4.119 -3.036 -2.826
O -3.212 -2.444 -2.030
C -1.982 -2.158 -2.646
C -2.073 -2.864 -4.046
C -3.487 -3.425 -4.148
H -1.190 -2.601 -2.039
H -1.823 -1.114 -2.718
H -1.323 -3.637 -4.188
H -1.908 -2.192 -4.864
H -3.493 -4.485 -4.243
H -3.958 -2.974 -5.043
O 6.112 0.963 3.863
C 5.661 0.875 2.745
O 5.510 -0.348 2.207
C 5.065 -0.107 0.813
C 5.402 1.318 0.525
C 5.257 2.031 1.841
H 3.996 -0.302 0.849
H 5.602 -0.857 0.240
H 4.834 1.785 -0.287
H 6.479 1.458 0.251
H 4.255 2.314 2.009
H 5.931 2.867 2.061
O -6.186 5.113 0.944
C -5.156 5.248 0.403
O -3.998 4.856 0.913
C -2.829 4.914 0.100
C -3.356 5.557 -1.184
C -4.807 5.830 -0.975
H -2.520 3.895 -0.064
H -2.010 5.482 0.539
H -3.226 4.847 -2.038
H -2.793 6.430 -1.483
H -5.502 5.367 -1.651
H -4.991 6.889 -0.853
O -2.821 1.001 -3.435
C -2.491 2.018 -4.018
O -1.943 3.065 -3.439
C -1.654 4.108 -4.285
C -1.564 3.481 -5.704
C -2.537 2.270 -5.519
H -0.739 4.566 -3.920
H -2.428 4.810 -4.104
H -0.611 3.070 -5.862
H -1.837 4.054 -6.527
H -2.397 1.351 -6.087
H -3.564 2.564 -5.690
O 1.779 -2.890 -4.524
C 1.819 -3.675 -3.648
O 0.845 -4.612 -3.475
C 1.153 -5.492 -2.399
C 2.129 -4.763 -1.452
C 2.792 -3.821 -2.455
H 1.647 -6.362 -2.791
H 0.233 -5.760 -1.849
H 2.842 -5.416 -1.019
H 1.567 -4.316 -0.663
H 3.710 -4.367 -2.738
H 3.041 -2.837 -2.107
O 1.697 3.567 -5.486
C 1.895 2.405 -5.405
O 1.183 1.671 -4.487
C 1.332 0.286 -4.604
C 2.259 0.031 -5.873
C 2.706 1.445 -6.240
H 0.346 -0.147 -4.571
H 1.868 -0.131 -3.722
H 1.643 -0.390 -6.679
H 3.034 -0.627 -5.587
H 2.540 1.744 -7.295
H 3.749 1.617 -5.958
O -1.261 -3.793 0.251
C -2.386 -4.209 0.316
O -2.869 -5.122 -0.541
C -4.223 -5.527 -0.239
C -4.800 -4.421 0.667
C -3.549 -3.825 1.256
H -4.231 -6.548 0.112
H -4.653 -5.641 -1.285
H -5.486 -4.881 1.343
H -5.339 -3.711 0.033
H -3.396 -4.105 2.312
H -3.684 -2.728 1.234
O 0.084 -0.837 3.476
C 0.990 -0.902 4.234
O 2.250 -0.611 3.906
C 3.137 -0.702 5.104
C 2.382 -1.513 6.130
C 0.889 -1.529 5.692
H 3.362 0.371 5.273
H 4.035 -1.253 4.787
H 2.599 -1.129 7.183
H 2.848 -2.523 6.143
H 0.255 -0.990 6.399
H 0.436 -2.549 5.530
O 2.862 0.304 -1.456
C 1.746 0.213 -1.053
O 0.661 0.867 -1.616
C -0.503 0.806 -0.812
C -0.401 -0.397 0.062
C 1.154 -0.675 0.047
H -1.363 0.774 -1.520
H -0.609 1.729 -0.245
H -0.907 -1.225 -0.406
H -0.783 -0.242 1.106
H 1.372 -1.667 -0.382
H 1.641 -0.508 0.978
O 1.542 2.809 1.214
C 1.650 3.309 0.127
O 2.870 3.406 -0.471
C 2.728 4.090 -1.718
C 1.547 4.997 -1.443
C 0.645 4.095 -0.646
H 2.553 3.438 -2.559
H 3.603 4.684 -1.950
H 1.071 5.205 -2.391
H 1.752 5.882 -0.856
H -0.037 3.509 -1.198
H 0.059 4.604 0.127
O 0.986 6.207 1.663
C 0.948 6.129 2.874
O 2.027 5.795 3.587
C 1.696 5.909 5.008
C 0.219 6.031 5.134
C -0.214 6.423 3.731
H 2.224 6.747 5.421
H 2.094 5.038 5.475
H 0.009 6.764 5.945
H -0.259 5.069 5.463
H -0.545 7.467 3.569
H -1.070 5.823 3.464
O -5.307 3.460 -3.479
C -5.325 2.565 -2.650
O -4.491 2.549 -1.633
C -4.756 1.350 -0.848
C -6.165 0.863 -1.218
C -6.206 1.355 -2.661
H -4.693 1.500 0.238
H -4.063 0.610 -1.227
H -6.959 1.328 -0.639
H -6.192 -0.193 -1.230
H -7.168 1.467 -3.095
H -5.728 0.623 -3.275
```

Computed properties:
Kohn-Sham gap   9.96 eV
ΔE to the lowest compared entry with this formula, charge and spin   1.258 eV
Total energy   -4597.61455 Ha

Computed, not measured: 3 unconnected molecules or ions with the total composition C5H16N2S in a non-equilibrium geometry, with ωB97M-V with the def2-TZVPD basis set.

Geometry as XYZ:
```
24
Properties=species:S:1:pos:R:3
C 1.431 -0.975 -1.637
N 0.936 -0.953 -3.027
C 2.348 0.183 -1.218
N 2.682 0.051 0.226
H 1.980 -1.904 -1.496
H 0.632 -0.994 -0.892
H 1.596 -1.373 -3.671
H 0.060 -1.467 -3.068
H 1.780 1.121 -1.375
H 3.234 0.284 -1.805
H 1.776 0.223 0.725
H 0.392 -0.530 1.815
H 3.234 0.863 0.498
C -2.352 -0.796 2.462
C -2.782 0.253 1.445
C -1.807 0.302 0.250
S -0.247 1.132 0.674
H -2.367 -1.822 2.047
H -3.001 -0.825 3.350
H -1.333 -0.556 2.777
H -3.758 -0.047 1.080
H -2.806 1.228 1.939
H -2.290 0.801 -0.613
H -1.591 -0.683 -0.146
```

Computed properties:
Kohn-Sham gap   7.58 eV
ΔE to the lowest compared entry with this formula, charge and spin   3.228 eV
Total energy   -707.66579 Ha

Computed, not measured: a molecular structure, C4H9N3O3Pt in a non-equilibrium geometry, with ωB97M-V with the def2-TZVPD basis set.

Geometry as XYZ:
```
20
Properties=species:S:1:pos:R:3
Pt 0.207 0.337 -0.996
N -2.156 -0.171 -0.762
C -2.202 -0.090 0.700
C -0.815 -0.360 1.326
O -0.588 -0.030 2.477
N 0.022 -1.044 0.498
C 1.201 -1.564 1.042
C 2.505 -0.555 0.827
O 3.487 -0.955 1.398
O 2.286 0.421 0.106
H -2.960 0.281 -1.182
H -2.157 -1.147 -1.043
H -2.896 -0.818 1.137
H -2.517 0.907 1.015
H 1.510 -2.472 0.524
H 1.137 -1.713 2.122
N 0.872 2.041 -2.198
H 0.694 2.856 -1.616
H 0.493 2.179 -3.130
H 1.879 1.897 -2.246
```

Computed properties:
Kohn-Sham gap (alpha / beta)   6.40 / 6.40 eV
ΔE to the lowest compared entry with this formula, charge and spin   2.344 eV
Total energy   -667.08672 Ha